Record 1
Formula: C5H3O4
Source: the Open Molecules 2025 dataset
Level of theory: the ωB97M-V functional and the def2-TZVPD basis

Atoms and positions in Å:
1 C -2.344 -0.014 0.197
2 C -1.024 -0.004 -0.196
3 C 0.076 -0.908 0.189
4 O 0.164 -1.850 0.990
5 C 1.282 -0.484 -0.526
6 O 1.725 -0.735 -1.624
7 C 2.035 0.874 0.288
8 O 2.605 0.685 1.350
9 O 1.798 1.757 -0.475
10 H -3.045 0.575 -0.180
11 H -2.691 -0.737 0.802
12 H -0.581 0.843 -0.815

Atoms 1-6, force components in eV/Å:
6.216 -0.934 -1.252
-1.926 1.948 0.584
0.654 -2.026 0.286
-1.051 1.262 -0.591
1.752 1.276 0.145
-0.457 -0.745 0.230

- net charge = -1
- maximum force (Eh/bohr) = 0.1246
- E_LUMO (spin up / spin down) (eV) = 3.13 / 3.13
- orbital gap (spin up / spin down) (eV) = 6.671 / 6.670
- SMILES = C=CC(=O)C(=O)C(=O)[O-]
- multiplicity = 1

---

Record 2
Formula: C5H4
Source: the Open Molecules 2025 dataset
Level of theory: the ωB97M-V functional and the def2-TZVPD basis

Atoms and positions in Å:
1 C 0.188 0.444 0.708
2 C -0.694 0.808 -0.510
3 C 0.742 0.612 1.781
4 C 0.515 -0.144 -0.556
5 C -0.827 -0.613 -0.954
6 H 0.994 0.962 2.781
7 H 1.467 -0.140 -0.811
8 H -1.326 -1.366 -0.334
9 H -1.060 -0.564 -2.103

Atoms 1-6, force components in eV/Å:
0.548 0.712 1.732
1.088 -0.049 -0.073
-0.497 0.946 2.349
-5.041 0.147 -0.676
-0.688 -0.580 -2.720
0.240 -0.533 -0.803

- maximum force (Eh/bohr) = 0.0990
- E_LUMO (spin up / spin down) (eV) = -1.01 / -1.00
- orbital gap (spin up / spin down) (eV) = 7.673 / 7.689
- multiplicity = 1

---

Record 3
Formula: C5H4
Source: the Open Molecules 2025 dataset
Level of theory: the ωB97M-V functional and the def2-TZVPD basis

Atoms and positions in Å:
1 C -1.691 1.162 0.916
2 C -1.146 0.320 0.126
3 C -0.247 -0.686 -0.522
4 C 1.081 -0.095 -0.662
5 C 2.173 -0.069 -0.175
6 H -2.406 1.566 1.543
7 H -0.776 -0.685 -1.470
8 H -0.179 -1.609 0.083
9 H 3.191 0.095 0.159

Atoms 1-6, force components in eV/Å:
3.204 -5.341 -4.927
-1.921 3.820 5.116
-1.635 2.019 -0.337
-0.339 -1.253 0.973
2.230 0.932 -0.012
-0.837 0.985 0.767

- maximum force (Eh/bohr) = 0.1544
- E_LUMO (eV) = 0.79
- orbital gap (eV) = 10.636
- SMILES = C#CCC#C
- multiplicity = 1

---

Record 4
Formula: C5H40N2O13
Source: the Open Molecules 2025 dataset
Level of theory: the ωB97M-V functional and the def2-TZVPD basis

Atoms and positions in Å:
1 C -2.178 1.013 -3.388
2 N -1.781 0.790 -2.001
3 C -0.349 0.595 -1.825
4 C -1.909 3.205 -1.258
5 C -2.390 1.767 -1.067
6 C -3.927 1.740 -1.273
7 N -4.618 1.826 0.004
8 H -3.245 0.786 -3.433
9 H -1.832 1.945 -3.869
10 H -1.719 0.268 -4.054
11 H 0.138 1.365 -1.237
12 H -0.216 -0.364 -1.312
13 H 0.147 0.543 -2.788
14 H -2.453 3.904 -0.597
15 H -0.830 3.245 -1.120
16 H -2.178 3.561 -2.248
17 H -2.023 1.530 -0.060
18 H -4.282 0.858 -1.765
19 H -4.195 2.640 -1.786
20 H -4.519 0.945 0.563
21 H -4.468 2.647 0.561
22 H -0.697 -3.085 1.032
23 H -1.196 -1.968 1.977
24 O -0.686 -2.846 1.963
25 H 6.412 0.641 2.242
26 H 5.124 -0.116 2.389
27 O 5.612 0.516 1.811
28 H 5.260 1.176 -0.281
29 H 6.793 1.507 -0.598
30 O 5.880 1.487 -0.948
31 H 1.924 0.481 3.011
32 H 1.176 -0.771 3.319
33 O 1.046 0.142 3.255
34 H -2.059 -0.055 2.645
35 H -0.470 -0.032 2.399
36 O -1.378 -0.129 1.918
37 H -1.123 -3.473 -1.689
38 H -2.304 -3.060 -1.041
39 O -1.595 -3.678 -0.869
40 H -2.130 -1.621 -2.997
41 H -1.400 -2.150 -4.253
42 O -1.619 -2.348 -3.345
43 H 3.406 -1.606 2.589
44 H 4.145 -1.975 3.865
45 O 4.084 -1.301 3.169
46 H 4.356 3.883 -2.083
47 H 5.481 2.851 -1.943
48 O 5.247 3.575 -2.523
49 H -2.521 -0.888 -0.994
50 H -3.522 -1.430 -0.027
51 O -3.202 -1.599 -0.935
52 H 1.014 -2.398 2.325
53 H 1.809 -3.485 2.930
54 O 1.912 -2.643 2.495
55 H -2.247 -3.944 1.930
56 H -2.042 -4.617 0.716
57 O -2.793 -4.454 1.305
58 H 3.802 1.686 3.783
59 H 4.049 1.400 2.393
60 O 3.282 1.520 3.019

Atoms 1-6, force components in eV/Å:
0.350 -0.847 -0.373
0.028 0.418 -0.160
-0.043 -0.605 0.191
-0.334 0.188 -0.278
0.222 0.176 -0.926
0.838 0.538 2.571

- maximum force (Eh/bohr) = 0.0717
- E_LUMO (eV) = 0.00
- orbital gap (eV) = 8.741
- multiplicity = 1